75
Properties=species:S:1:pos:R:3:forces:R:3 method="wB97M-V/def2-TZVPD" molar_mass_g_mol=801.2 lumo_energy_ev="-2.8 / -4.1" total_charge=+1 orbital_gap_ev="6.58 / 6.80" multiplicity=3
Pd 1.5376 -0.6336 2.2359 0.27 -0.50 0.28
S 1.2015 -5.0762 2.1433 -1.11 -1.54 -1.14
C 0.4745 -4.5889 0.5844 0.50 -0.87 1.79
C -0.1693 -5.3687 -0.3515 0.04 3.51 -1.66
C -0.5308 -4.6639 -1.5130 0.96 -0.24 1.73
C -0.2434 -3.3369 -1.7183 -0.77 1.78 -2.30
C 0.3107 -2.5882 -0.7246 -0.15 -2.35 0.47
C 0.6569 -3.2172 0.4584 -0.38 0.03 -0.70
N 1.2237 -2.6007 1.5271 0.64 -0.40 2.66
C 1.5392 -3.5015 2.4886 0.57 2.74 -0.99
C 2.2859 -3.0333 3.6446 -0.18 -0.89 -0.16
C 2.9311 -3.9171 4.5042 -1.02 0.53 -0.81
C 3.6513 -3.4016 5.5350 1.09 -1.54 1.19
C 3.7945 -2.0502 5.6925 -0.24 1.50 0.69
C 3.1619 -1.1503 4.8350 0.33 0.49 -1.63
C 2.4296 -1.6731 3.7796 -0.57 1.23 -1.08
H -0.4690 -6.3417 -0.2845 -0.25 -2.51 0.55
H -0.9421 -5.1616 -2.3000 -1.31 -1.58 -1.89
H -0.5083 -2.8029 -2.7384 0.62 -1.40 2.17
H 0.6287 -1.6469 -0.8766 0.70 3.39 -0.42
H 2.7968 -4.9545 4.3086 0.22 -0.80 0.25
H 4.1722 -4.1033 6.2160 -0.39 0.65 -0.38
H 4.3390 -1.6829 6.5512 0.27 0.08 -0.10
H 3.3633 -0.0693 4.6722 0.09 -0.86 1.31
S 0.2316 1.0752 0.8295 -0.39 -0.44 -0.50
C -0.7356 0.7695 -0.6064 -0.38 -0.45 0.73
N -1.7965 -0.0633 -0.7029 0.33 0.47 -1.17
C -2.4139 -0.2209 -2.0432 0.30 -1.79 -0.41
C -2.5009 1.1239 -2.7706 0.53 -2.02 0.99
N -1.1575 1.6731 -2.7580 -0.97 0.33 -1.47
C -1.0243 2.7579 -3.6697 2.18 1.81 -1.28
C 0.4177 2.8981 -4.2753 -0.62 -0.66 -1.07
C 1.2994 1.7941 -4.5426 -1.24 0.20 1.44
C 2.4966 2.0191 -5.1975 0.64 -0.60 -0.48
C 2.8049 3.2845 -5.7370 -0.40 -0.42 1.01
C 1.9126 4.3175 -5.5263 -0.02 0.65 -0.04
C 0.7005 4.1308 -4.8651 0.16 -0.36 -0.10
C -0.3777 1.5924 -1.6732 -0.53 -0.71 0.27
S 1.0611 2.4040 -1.4199 1.02 0.79 0.26
C -2.2892 -0.8024 0.4172 -1.88 -0.55 0.52
C -3.8232 -0.5727 0.5233 0.54 1.41 0.17
C -4.2495 0.7732 0.6803 1.12 -1.51 0.20
C -5.6025 1.0300 0.6793 -0.88 0.70 0.36
C -6.5706 0.0072 0.6675 0.57 0.05 -0.73
C -6.1271 -1.2891 0.3971 -0.96 0.36 0.86
C -4.7790 -1.5531 0.3361 1.01 -0.31 0.03
H -3.3947 -0.7343 -1.9329 0.53 0.71 0.08
H -1.7916 -0.9603 -2.6226 -0.36 0.77 0.39
H -3.1731 1.6560 -2.1347 -0.68 1.20 0.06
H -2.8658 1.0291 -3.8090 0.19 0.02 0.67
H -1.2251 3.7491 -3.1648 -0.14 -0.92 -0.49
H -1.6592 2.6512 -4.5793 0.01 -0.14 1.05
H 1.0308 0.7724 -4.1223 0.49 1.42 -0.62
H 3.2073 1.1656 -5.2778 -0.59 0.82 -0.17
H 3.7309 3.5008 -6.2385 0.24 -0.23 -0.08
H 2.1691 5.3373 -5.8220 -0.11 -0.39 -0.31
H -0.0418 4.9363 -4.9387 0.32 -0.28 0.63
H -1.7211 -0.4650 1.2824 -0.29 0.02 0.20
H -2.1499 -1.8791 0.3371 0.37 -0.17 -0.31
H -3.4118 1.4637 0.9008 -1.05 0.20 -0.44
H -5.9770 2.0535 0.6997 0.23 -0.13 0.35
H -7.6242 0.2804 0.8180 0.54 -0.33 -0.28
H -6.7921 -2.1458 0.3485 -0.19 0.29 -0.08
H -4.4723 -2.5759 0.1988 0.19 -0.29 -0.14
Br 3.7926 5.6280 3.1421 -0.04 -0.50 0.24
C 3.2302 3.8141 3.0538 -0.60 1.15 0.10
C 3.4680 3.1161 1.9136 -0.14 -2.47 0.15
C 2.9297 1.7953 1.8617 1.39 1.47 -1.06
N 2.2522 1.2171 2.8295 -0.40 -0.06 0.65
C 2.0093 1.9318 3.9569 0.28 0.44 -1.28
C 2.4309 3.2505 4.0399 -0.25 -0.15 2.54
H 4.1751 3.4138 1.1653 -0.16 0.34 -0.41
H 3.0942 1.2300 0.9457 -0.03 -0.02 0.30
H 1.4364 1.4230 4.7104 -0.05 0.09 0.29
H 2.2308 3.7608 5.0261 0.21 -0.32 -1.45

78
Properties=species:S:1:pos:R:3:forces:R:3 method="wB97M-V/def2-TZVPD" molar_mass_g_mol=729.4 lumo_energy_ev="-2.7 / -2.8" total_charge=+1 orbital_gap_ev="8.64 / 8.52" relative_energy_kcal_mol=0.00 multiplicity=2
Mn -0.8573 -0.4602 -0.2122 0.08 0.00 0.03
O 1.4305 1.5717 0.6322 0.01 0.00 0.00
S 1.0717 0.1469 0.6357 -0.04 -0.03 0.00
C 2.4310 -0.7468 -0.0924 0.00 0.01 0.01
C 3.7404 -0.4939 0.3025 0.01 0.00 0.00
C 4.7754 -1.0999 -0.3864 0.00 0.00 0.01
C 4.5044 -1.9121 -1.4838 -0.01 -0.01 0.00
C 3.2016 -2.0976 -1.9127 0.01 0.00 0.00
C 2.1434 -1.5147 -1.2166 -0.02 -0.01 -0.02
P 0.4343 -1.4848 -1.8666 0.01 0.02 0.01
C -0.0446 -3.2014 -2.1878 0.01 -0.01 0.01
C -1.2917 -3.3908 -2.7912 0.00 -0.01 0.00
C -1.7788 -4.6712 -2.9902 0.00 0.00 0.00
C -1.0376 -5.7719 -2.5742 0.00 0.00 0.00
C 0.1902 -5.5895 -1.9582 0.00 0.00 -0.01
C 0.6895 -4.3060 -1.7637 0.00 -0.01 0.00
C 0.6442 -0.7086 -3.4852 0.00 0.01 0.00
C 0.7124 -1.4423 -4.6666 0.00 0.01 0.00
C 0.9301 -0.7890 -5.8703 0.00 0.00 0.00
C 1.0843 0.5895 -5.8957 0.00 0.00 0.00
C 1.0205 1.3219 -4.7181 0.00 0.00 0.01
C 0.7972 0.6773 -3.5128 0.00 0.00 -0.02
C 0.9617 -0.3553 2.3609 0.01 0.00 0.02
C 2.0440 -0.7684 3.1246 -0.01 0.00 0.00
C 1.8958 -0.8971 4.4976 -0.02 0.00 0.02
C 0.6860 -0.5870 5.1036 0.02 0.00 -0.01
C -0.3983 -0.1937 4.3339 0.01 -0.01 -0.01
C -0.2855 -0.1003 2.9499 0.01 -0.02 0.02
P -1.6945 0.3355 1.8622 -0.01 0.02 -0.04
C -3.1204 -0.6349 2.4209 0.01 -0.01 0.03
C -4.3392 -0.3090 1.8187 -0.01 0.01 -0.01
C -5.4721 -1.0555 2.0949 0.00 -0.01 0.01
C -5.4002 -2.1406 2.9601 0.00 0.00 -0.01
C -4.1910 -2.4793 3.5468 0.01 0.00 0.00
C -3.0516 -1.7300 3.2790 0.00 -0.01 0.00
C -2.0868 2.0589 2.2149 -0.03 0.01 -0.02
C -1.5042 3.0500 1.4287 0.01 0.00 0.01
C -1.7589 4.3838 1.7093 0.00 0.01 -0.01
C -2.5933 4.7270 2.7624 0.00 0.00 0.00
C -3.1794 3.7390 3.5431 0.00 -0.01 0.00
C -2.9292 2.4043 3.2716 0.02 0.00 0.00
H 3.9450 0.2019 1.1056 0.00 0.00 -0.01
H 5.7989 -0.9176 -0.0881 0.00 0.00 0.00
H 5.3197 -2.3677 -2.0296 0.00 0.00 0.00
H 3.0037 -2.6679 -2.8124 0.00 0.00 0.00
H -1.8786 -2.5337 -3.1047 0.00 0.00 0.00
H -2.7397 -4.8117 -3.4671 0.00 0.00 0.00
H -1.4213 -6.7713 -2.7297 0.00 0.00 0.00
H 0.7675 -6.4443 -1.6318 0.00 0.00 0.00
H 1.6513 -4.1754 -1.2835 -0.01 0.00 0.00
H 0.5900 -2.5179 -4.6538 0.00 0.00 0.00
H 0.9776 -1.3584 -6.7890 0.00 0.00 0.00
H 1.2504 1.0958 -6.8373 0.00 0.00 0.00
H 1.1346 2.3972 -4.7391 0.00 0.00 0.00
H 0.7345 1.2549 -2.5983 0.00 0.00 0.00
H 2.9958 -0.9913 2.6660 -0.01 0.00 0.00
H 2.7348 -1.2240 5.0968 0.00 0.00 0.00
H 0.5851 -0.6583 6.1782 0.00 0.00 0.00
H -1.3428 0.0363 4.8116 0.00 0.00 0.00
H -4.3986 0.5270 1.1306 0.00 0.00 0.00
H -6.4126 -0.7915 1.6303 0.00 0.00 0.00
H -6.2872 -2.7219 3.1742 0.00 0.00 0.00
H -4.1305 -3.3233 4.2212 0.00 0.00 0.00
H -2.1182 -2.0040 3.7552 0.00 0.00 0.00
H -0.8512 2.7851 0.6075 -0.01 0.00 0.01
H -1.3087 5.1546 1.0984 0.00 0.00 0.00
H -2.7943 5.7690 2.9735 0.00 0.00 0.00
H -3.8359 4.0084 4.3596 0.00 0.00 0.00
H -3.4003 1.6358 3.8723 -0.01 -0.01 0.00
F -3.5884 1.5211 -0.9998 0.00 0.01 0.01
B -2.6827 0.7724 -1.6717 0.01 -0.02 -0.04
F -2.6859 -0.6059 -1.1293 -0.01 0.00 0.00
F -2.7700 0.7365 -3.0153 -0.01 0.01 0.02
F -1.3057 1.1876 -1.2697 -0.01 0.00 -0.02
N -1.1241 -2.3684 0.6120 -0.03 0.02 -0.01
H -2.1259 -2.5385 0.5240 0.00 0.00 0.01
H -0.9105 -2.4591 1.6024 0.01 0.00 0.00
H -0.6588 -3.1384 0.1352 0.01 0.01 0.00

83
Properties=species:S:1:pos:R:3:forces:R:3 method="wB97M-V/def2-TZVPD" molar_mass_g_mol=838.5 lumo_energy_ev="0.1 / 0.0" total_charge=0 orbital_gap_ev="4.69 / 7.14" relative_energy_kcal_mol=11.85 multiplicity=6
Ru -0.8375 0.0885 0.2479 -0.19 -0.22 0.56
Br 3.7677 -5.4792 2.5391 -0.02 0.02 0.00
C 2.3118 -4.3085 2.1972 0.01 -0.04 0.01
C 1.0348 -4.8297 2.0273 -0.01 -0.01 0.00
C -0.0110 -3.9696 1.7599 -0.04 -0.03 -0.04
C 0.1683 -2.5812 1.6401 -0.14 0.04 -0.05
O -0.8684 -1.8242 1.3320 0.06 -0.05 -0.06
C 1.4736 -2.0645 1.8478 0.10 0.10 -0.08
C 1.7860 -0.6544 1.8577 0.01 -0.06 0.05
N 0.9107 0.2903 1.6453 0.06 0.33 -0.28
C 1.1809 1.6307 1.8067 -0.01 -0.10 0.00
C 2.4588 2.2192 1.9331 -0.02 -0.03 0.06
C 2.5776 3.5888 2.1029 -0.07 0.04 -0.02
C 1.4644 4.4191 2.1869 0.03 -0.05 0.01
C 0.1636 3.8674 2.0996 0.00 0.00 0.01
C -1.0227 4.6181 2.1830 -0.01 0.02 -0.03
C -2.2552 4.0034 2.0111 0.03 0.04 0.03
C -2.2971 2.6465 1.7482 0.04 -0.09 0.01
N -1.1941 1.8882 1.6896 0.14 0.22 -0.22
C 0.0197 2.4641 1.8780 -0.08 -0.02 0.05
C 2.5254 -2.9549 2.1199 0.04 0.01 -0.01
H 0.8675 -5.8965 2.0931 0.00 0.01 0.00
H -1.0105 -4.3604 1.6009 0.02 -0.01 -0.01
H 2.8018 -0.3925 2.1548 0.00 -0.02 0.05
H 3.3491 1.6084 1.8673 0.00 0.01 -0.02
H 3.5685 4.0233 2.1667 -0.01 0.00 0.01
H 1.5773 5.4864 2.3323 0.00 -0.02 0.01
H -0.9582 5.6841 2.3715 -0.01 -0.01 0.00
H -3.1761 4.5683 2.0681 0.01 0.00 0.00
H -3.2363 2.1360 1.5719 0.01 -0.01 -0.05
H 3.5210 -2.5565 2.2743 0.00 0.00 -0.02
C -0.4181 5.3001 -1.4634 -0.01 -0.05 0.05
C -0.9113 3.9106 -1.6814 0.01 0.09 -0.11
C -1.9582 3.4147 -2.4321 -0.06 -0.01 0.05
C -1.9388 2.0228 -2.2456 0.11 0.07 -0.12
N -0.9316 1.6845 -1.4382 -0.16 -0.16 0.11
N -0.3239 2.8475 -1.1210 0.17 -0.08 0.08
C -2.8403 1.0107 -2.8698 -0.04 0.05 0.08
H -0.9391 5.9854 -2.1276 0.01 0.01 0.00
H 0.6527 5.3748 -1.6569 -0.01 0.00 -0.01
H -0.5935 5.6100 -0.4313 -0.01 -0.01 -0.01
H -2.6506 3.9846 -3.0295 0.04 -0.03 -0.01
H 0.4619 2.8388 -0.4864 0.01 -0.04 0.03
H -3.0988 1.3210 -3.8816 -0.01 0.00 0.00
H -3.7655 0.9072 -2.2985 0.05 -0.02 0.01
H -2.3484 0.0431 -2.9219 0.01 -0.01 -0.02
C -5.4803 -0.4896 1.2576 -0.01 -0.02 0.02
C -4.0330 -0.8404 1.0267 0.06 0.11 -0.11
N -3.5226 -1.8466 1.7242 0.12 -0.05 0.15
O -3.3641 -0.2075 0.1833 -0.02 -0.09 -0.01
H -6.1161 -1.3155 0.9355 -0.01 0.01 0.01
H -5.7326 0.4001 0.6888 0.01 0.00 0.00
H -5.6682 -0.3119 2.3170 0.00 -0.01 -0.01
H -4.0696 -2.2673 2.4555 -0.02 -0.01 -0.04
H -2.4976 -2.0392 1.6652 -0.08 0.06 -0.07
O -1.6489 -1.6559 -1.4516 0.13 0.02 -0.19
C -1.5906 -3.0147 -1.5075 -0.07 0.06 -0.07
C -2.7898 -3.7219 -1.5748 -0.01 -0.02 0.07
C -2.7979 -5.0972 -1.6916 0.00 -0.03 0.01
C -1.5987 -5.7978 -1.7486 0.02 0.02 -0.01
C -0.4126 -5.0975 -1.6706 -0.03 -0.08 0.06
C -0.3771 -3.7067 -1.5444 0.08 0.03 -0.03
C 0.9966 -3.1400 -1.4157 -0.06 0.08 0.22
O 1.9810 -3.8109 -1.3344 0.04 -0.09 -0.10
O 1.0490 -1.7714 -1.3734 -0.16 0.02 -0.22
H -2.5379 -1.3760 -1.1698 0.02 -0.04 0.05
H -3.7214 -3.1670 -1.5378 0.01 -0.01 -0.01
H -3.7430 -5.6231 -1.7462 0.01 0.01 0.00
H -1.5920 -6.8743 -1.8504 0.00 0.01 0.02
H 0.5384 -5.6132 -1.6795 -0.02 0.00 -0.02
O 3.5192 -1.5311 -1.4919 0.03 0.09 -0.02
B 2.2259 -1.0659 -1.3792 -0.01 0.04 0.24
O 2.1665 0.3197 -1.2722 -0.03 0.01 -0.08
C 3.4839 0.7214 -1.3203 -0.08 0.05 -0.03
C 3.9943 1.9950 -1.2731 0.04 0.08 0.02
C 5.3827 2.1135 -1.3553 -0.03 -0.01 0.00
C 6.1987 0.9949 -1.4818 -0.03 -0.03 -0.01
C 5.6633 -0.2934 -1.5351 0.12 0.04 0.04
C 4.2969 -0.3912 -1.4523 -0.05 -0.14 -0.01
H 3.3522 2.8596 -1.1713 0.00 -0.02 0.03
H 5.8300 3.0981 -1.3201 0.00 -0.01 0.00
H 7.2712 1.1228 -1.5443 -0.01 0.00 0.01
H 6.2862 -1.1724 -1.6292 -0.02 0.01 -0.02

> The lowest multiplicity belongs to which entry?

C36H31BF4MnNOP2S

> Look up the multiplicity of the first one.

3

> Look up the multiplicity of the second one.

2